Record 1
Entry from the OMol25 dataset: a cluster of 10 separate species, H20N2O11 in total (ωB97M-V/def2-TZVPD).

Computed properties:
E_LUMO	-0.51	eV
largest force on an atom	5.53	eV/Å
E_tot	-948.927758	a.u.
orbital gap	7.54	eV

Cartesian coordinates (Å):
1 N -0.0146 0.6916 0.0209
2 H 0.3433 0.1409 0.6848
3 H 0.0976 0.1153 -0.8052
4 H 0.3252 1.5763 0.1388
5 H -1.0292 0.6555 0.0724
6 N 0.7451 -0.5492 3.4178
7 O 1.5963 -0.9337 2.5630
8 O 1.0598 0.3750 4.1998
9 O -0.4884 -0.7491 3.1438
10 O 1.8305 2.6769 2.1979
11 H 1.8759 2.3229 3.1042
12 H 2.7072 3.0820 2.0437
13 O -0.1816 0.1319 -3.8614
14 H 0.7382 -0.0104 -3.7990
15 H -0.1468 0.6909 -3.1057
16 O 2.9311 0.8104 -0.2336
17 H 3.0302 0.2311 0.5163
18 H 3.2883 0.3011 -0.9619
19 O 0.3817 2.3196 -2.6097
20 H 0.9933 3.0872 -2.2830
21 H -0.5408 2.5167 -2.5254
22 O -0.9732 -2.6499 0.6376
23 H -1.7377 -3.3014 0.6028
24 H -0.3376 -2.6850 1.3476
25 O 1.0974 -2.6745 -1.1326
26 H 0.2768 -2.6910 -0.6355
27 H 0.6513 -2.9362 -1.8798
28 O -3.0687 0.1167 1.3292
29 H -3.2475 -0.0243 0.3877
30 H -3.2997 -0.7146 1.7191
31 O -2.6848 -0.3916 -1.4019
32 H -2.6689 -1.2940 -1.5978
33 H -3.5498 -0.2373 -1.2949

Mulliken atomic charge list, values in e, 2 entries: N -0.007; H 0.087

Record 2
Entry from the OMol25 dataset: a cluster of 11 separate species, H20NO13 in total (ωB97M-V/def2-TZVPD).

Computed properties:
E_LUMO	2.94	eV
net charge	-1
largest force on an atom	4.31	eV/Å
E_tot	-1044.831678	a.u.
orbital gap	9.62	eV

Cartesian coordinates (Å):
1 N -33.4646 -6.2310 -2.6522
2 O -32.8184 -5.5312 -1.8075
3 O -33.4308 -7.4721 -2.5870
4 O -33.8220 -5.7310 -3.7307
5 O -31.3476 -4.5922 -5.7456
6 H -31.1257 -4.2799 -6.5898
7 H -31.9985 -5.2449 -5.7873
8 O -31.4148 -9.2881 -4.7736
9 H -32.0712 -9.4263 -4.1312
10 H -31.3270 -10.0129 -5.3901
11 O -30.1342 -4.8007 -0.0099
12 H -30.8511 -5.4327 -0.0170
13 H -29.4659 -5.1766 0.6306
14 O -32.4102 -8.9835 -0.5494
15 H -31.6994 -8.3551 -0.4402
16 H -32.9025 -8.4018 -1.0406
17 O -30.6279 -4.0836 -2.7928
18 H -29.8446 -3.6784 -2.4924
19 H -30.9056 -4.6863 -2.0905
20 O -33.1052 -3.1421 -3.5354
21 H -33.4492 -3.9982 -3.6923
22 H -32.3382 -3.4037 -3.0644
23 O -32.1787 -6.3857 1.0125
24 H -32.9601 -6.3501 0.4438
25 H -32.1437 -5.5751 1.4450
26 O -33.8600 -3.3998 -0.4688
27 H -33.5753 -4.1408 -0.9458
28 H -33.6089 -2.5935 -0.9482
29 O -29.7836 -6.5810 -3.7345
30 H -30.3463 -5.8952 -3.4110
31 H -30.1731 -6.7519 -4.5486
32 O -32.6227 -7.2125 -5.9199
33 H -32.1175 -7.8327 -5.4440
34 H -33.2334 -6.9442 -5.2747

Mulliken atomic charge list, values in e, 2 entries: N 1.231; O -0.673

Record 3
Entry from the OMol25 dataset: a structure of composition H20O10 (ωB97M-V/def2-TZVPD).

Computed properties:
E_LUMO	-0.39	eV
largest force on an atom	10.54	eV/Å
E_tot	-764.221454	a.u.
orbital gap	8.52	eV

Cartesian coordinates (Å):
1 H -0.1861 -0.7635 0.8077
2 H 0.9277 -0.2044 1.6778
3 H -2.7584 2.4180 -1.1563
4 H -2.3605 1.7645 0.1570
5 H -2.7966 -0.8319 -1.5524
6 H -2.4438 0.1685 -2.6409
7 H 0.9228 3.4790 -0.0878
8 H -0.1794 3.0083 0.8468
9 H 2.7316 -1.6269 1.1403
10 H 3.7318 -0.5620 0.7214
11 H -2.1677 -3.1206 -3.2096
12 H -1.6406 -1.8379 -2.5876
13 H 1.1496 -0.0133 -1.4199
14 H -0.3538 -0.1496 -1.5959
15 H -1.4187 -1.1740 3.0865
16 H -2.6694 -1.5202 2.2954
17 H 2.7059 3.2652 5.6433
18 H 2.9537 2.2473 4.5422
19 H 1.9011 -2.6100 -3.4683
20 H 1.3446 -1.4655 -2.6373
21 O 0.7006 -0.9632 1.1285
22 O -2.0791 1.8608 -0.7598
23 O -2.8726 -0.6834 -2.5017
24 O -0.0357 3.4033 -0.0205
25 O 3.4041 -1.0345 1.4949
26 O -2.4508 -2.3445 -2.7131
27 O 0.4265 0.2429 -2.0034
28 O -1.7127 -1.4411 2.2084
29 O 3.0531 2.3789 5.4918
30 O 2.1728 -1.8905 -2.8874

Mulliken atomic charge list, values in e, 2 entries: H 0.244; H 0.318

Record 4
Entry from the OMol25 dataset: a structure of composition H20O10 (ωB97M-V/def2-TZVPD).

Computed properties:
E_LUMO	-0.53	eV
largest force on an atom	8.46	eV/Å
E_tot	-763.919176	a.u.
orbital gap	7.03	eV

Cartesian coordinates (Å):
1 O -16.1636 16.6981 9.4324
2 H -16.4784 16.7263 8.5289
3 H -16.9486 16.8292 9.9642
4 O -13.4506 16.4254 11.9273
5 H -13.5863 16.5501 12.8666
6 H -13.2831 15.4879 11.8314
7 O -11.8296 17.6014 10.9517
8 H -12.1125 18.5149 10.9109
9 H -12.5302 17.1543 11.4267
10 O -13.5142 14.2303 11.8730
11 H -14.1903 13.8589 11.3063
12 H -13.2015 13.4888 12.3913
13 O -13.9772 15.9819 9.8246
14 H -14.7889 15.5197 9.6156
15 H -13.8729 15.8688 10.7693
16 O -15.4542 13.9408 10.0423
17 H -15.6386 14.3289 9.1869
18 H -15.6433 14.6396 10.6686
19 O -13.0207 14.2966 9.0147
20 H -13.3222 15.1274 9.3822
21 H -12.0656 14.3553 9.0404
22 O -12.5797 17.4301 9.0432
23 H -12.3666 17.6717 9.9446
24 H -13.2802 16.7832 9.1274
25 O -15.2582 17.8687 10.9080
26 H -14.8631 17.0997 11.3189
27 H -15.7603 17.5167 10.1730
28 O -15.9359 15.5261 11.4862
29 H -16.2775 15.1164 12.2810
30 H -15.8012 16.4426 11.7274

Mulliken atomic charge list, values in e, 2 entries: O -0.434; H 0.316

Record 5
Entry from the OMol25 dataset: a cluster of 10 separate species, H20O10 in total (ωB97M-V/def2-TZVPD).

Computed properties:
E_LUMO	-0.41	eV
structure (SMILES)	O.O.O.O.O.O.O.O.O.O
largest force on an atom	4.68	eV/Å
E_tot	-764.292740	a.u.
orbital gap	10.35	eV

Cartesian coordinates (Å):
1 O -0.4488 0.8145 -0.9770
2 H -0.1735 0.3850 -0.1476
3 H -0.3404 1.7385 -0.9215
4 O 3.5012 2.9771 -1.4863
5 H 4.4113 2.9605 -1.7554
6 H 3.4248 3.6503 -0.7598
7 O 0.0089 2.9477 1.5186
8 H -0.1389 2.0361 1.1422
9 H 0.8757 3.2045 1.2149
10 O -3.9983 -1.1913 -2.2207
11 H -4.0980 -2.1462 -1.9787
12 H -4.8160 -0.7104 -2.1260
13 O 4.5531 -2.1246 -0.4034
14 H 4.9296 -1.6124 -1.1458
15 H 3.7034 -1.7522 -0.4184
16 O -4.0043 3.1496 -0.0977
17 H -4.4794 2.4736 -0.6420
18 H -3.0830 3.0336 -0.2294
19 O 3.0122 -0.0374 2.5928
20 H 2.5224 0.3667 1.9553
21 H 2.4723 0.2709 3.3697
22 O -0.9723 -2.7001 0.7548
23 H -0.5376 -2.0029 0.1426
24 H -1.0303 -2.2395 1.5691
25 O -3.0790 -2.1441 2.0242
26 H -3.9144 -1.7893 2.4181
27 H -3.0203 -2.8822 2.5345
28 O 1.6246 -2.5273 -1.6895
29 H 1.2428 -2.5943 -2.5003
30 H 1.8523 -1.5548 -1.7373

Mulliken atomic charge list, values in e, 2 entries: O -0.558; H 0.274

Record 6
Entry from the OMol25 dataset: a cluster of 10 separate species, H20O10 in total (ωB97M-V/def2-TZVPD).

Computed properties:
E_LUMO	-0.43	eV
structure (SMILES)	O.O.O.O.O.O.O.O.O.O
largest force on an atom	3.15	eV/Å
E_tot	-764.366610	a.u.
orbital gap	10.43	eV

Cartesian coordinates (Å):
1 O -3.5192 7.2020 -3.6160
2 H -3.1130 6.5449 -3.0471
3 H -3.9678 6.7875 -4.3654
4 O 0.8005 0.8524 -2.6742
5 H 0.0983 0.3954 -2.1784
6 H 0.3121 1.4604 -3.2678
7 O 1.7984 3.7460 -5.1336
8 H 2.0903 4.3872 -4.5100
9 H 2.5775 3.2435 -5.2673
10 O -0.8459 2.6706 -3.8258
11 H -0.9424 1.9807 -4.5306
12 H -1.5472 2.4300 -3.2205
13 O 2.1621 5.9203 -3.4507
14 H 2.8531 6.1353 -2.8435
15 H 1.4257 5.5443 -2.9614
16 O 2.1098 3.6904 -1.1913
17 H 2.8096 3.3518 -1.7381
18 H 1.3762 3.8462 -1.7190
19 O -1.6742 4.8503 -5.3908
20 H -1.4775 4.1038 -4.8283
21 H -2.6027 4.9977 -5.2713
22 O -0.7477 7.3611 -0.4393
23 H 0.1561 7.0835 -0.4308
24 H -0.7076 7.9346 -1.2179
25 O 0.0365 4.9304 -2.5811
26 H -0.7379 5.1716 -2.0292
27 H -0.2108 4.1766 -3.0578
28 O -2.5709 5.6719 -1.3771
29 H -3.0246 5.0819 -0.8305
30 H -1.9574 6.1943 -0.8784

Mulliken atomic charge list, values in e, 2 entries: O -0.623; H 0.381